Entry 1:
C5H4S3 | ωB97M-V/def2-TZVPD

- LUMO energy (hartree) = -0.01986
- multiplicity = 1
- frontier orbital gap (Ha) = 0.229
- charge = 0
- energy relative to the best compared isomer or geometry (same formula, charge and spin) (eV) = 10.5068

```
12
C5H4S3, DFT ωB97M-V/def2-TZVPD
C -1.3036 0.5793 0.1489
C 0.1329 0.5374 -0.1329
C 1.3517 0.5518 -0.4772
C -1.6427 -0.7535 0.3716
C -1.9342 -1.8766 0.6556
H -1.7324 2.7766 0.0360
H -1.7220 0.9948 -0.7426
H 2.4122 0.6623 -0.5436
H -1.9340 -2.9723 1.1029
S -1.7886 1.9011 1.2762
S 1.3832 -0.6377 -1.6603
S 1.8648 -0.9941 0.1811
```

=====

Entry 2:
C5H4S3 | ωB97M-V/def2-TZVPD

- LUMO energy (hartree) = -0.07611
- multiplicity = 1
- frontier orbital gap (Ha) = 0.240
- charge = 0
- energy relative to the best compared isomer or geometry (same formula, charge and spin) (eV) = 3.1486

```
12
C5H4S3, DFT ωB97M-V/def2-TZVPD
C 2.2120 -0.1827 -0.0458
C 0.8839 -0.3171 -0.0064
C -0.1640 0.8850 0.0336
C -1.5997 0.3110 0.0346
C -1.6106 -1.1187 0.0028
H 2.6798 0.8413 0.2149
H 2.9353 -1.0028 -0.0321
H 0.3128 1.5473 -0.9593
H 0.3814 1.7267 1.1000
S -3.0313 1.0863 -0.1690
S -2.9351 -2.0260 0.0500
S -0.0644 -1.7503 -0.2232
```

=====

Entry 3:
C5H4S3 | ωB97M-V/def2-TZVPD

- SMILES = C#CC(=S)CSC=S
- LUMO energy (hartree) = -0.05335
- multiplicity = 1
- frontier orbital gap (Ha) = 0.278
- charge = 0
- energy relative to the best compared isomer or geometry (same formula, charge and spin) (eV) = 3.8134

```
12
C5H4S3, DFT ωB97M-V/def2-TZVPD
C 1.6016 0.5585 -1.9722
C 1.6109 0.3452 -0.8443
C 1.5724 0.1324 0.5770
S 2.6420 0.8425 1.5981
C 0.2699 -0.6594 0.8953
S -1.3735 0.5949 0.7722
C -2.2748 -0.1691 -0.5422
S -2.2340 -1.4716 -1.5897
H 1.5949 1.0090 -3.0545
H 0.3450 -0.7089 1.9310
H -0.0307 -1.5820 0.4231
H -3.1407 0.5836 -0.4719
```

=====

Entry 4:
C5H52F2NO24PS | ωB97M-V/def2-TZVPD

- LUMO energy (hartree) = -0.00393
- multiplicity = 1
- frontier orbital gap (Ha) = 0.312
- charge = 0

```
86
C5H52F2NO24PS, DFT ωB97M-V/def2-TZVPD
C -1.9093 0.3299 -1.0075
C -1.6078 1.8643 -0.9893
P 0.1055 2.1539 -1.6432
C -0.0561 3.6755 -2.6845
N 1.1023 2.5322 -0.1793
C 1.4871 3.9654 -0.0174
C 0.3091 4.8425 0.3349
O 0.2412 5.9674 -0.0278
F -0.6620 4.2891 1.0792
S 2.4960 1.6190 -0.3412
O 3.4863 1.9743 0.6579
O 3.0285 1.7173 -1.6598
F 2.1016 0.1364 -0.1204
H -1.0451 -0.2357 -1.3564
H -2.0744 0.0464 0.0250
H -2.7640 0.0888 -1.6266
H -1.6968 2.2505 0.0270
H -2.3144 2.3801 -1.6425
H -0.3394 3.3647 -3.6878
H -0.8863 4.2788 -2.2998
H 0.8190 4.3227 -2.7037
H 2.1615 4.0400 0.8393
H 2.0456 4.3542 -0.8654
O 5.6442 -0.1148 0.5752
H 5.0333 0.6300 0.6334
H 5.2405 -0.8006 1.1176
O 2.1767 3.3973 2.9822
H 2.8549 3.5712 3.6469
H 2.6382 2.8809 2.3154
O -1.2658 1.6206 2.4950
H -1.4387 2.1093 3.3067
H -0.6981 2.2092 1.9820
O -3.4441 -2.4211 -1.2170
H -2.8879 -3.1366 -0.8914
H -4.3257 -2.6602 -0.9066
O -2.0584 -4.9497 0.4677
H -1.1126 -4.8568 0.3250
H -2.2094 -5.9034 0.4473
O 5.1957 2.3764 3.3080
H 5.9910 2.7842 2.9523
H 4.9017 1.7832 2.6095
O -4.3375 0.2767 0.8089
H -4.7706 -0.5051 1.1687
H -3.8465 0.6425 1.5526
O 8.6503 -0.7469 0.6780
H 9.1411 -0.0173 0.2913
H 7.7267 -0.4675 0.6299
O -0.3471 0.1630 -4.1194
H -0.5146 -0.4571 -4.8384
H 0.5912 0.0657 -3.9278
O 2.1889 6.5002 3.1909
H 1.4197 6.9795 2.8520
H 1.8350 5.6503 3.4695
O -0.4310 -2.1944 -1.4737
H -0.6664 -2.8564 -2.1328
H 0.5078 -2.3389 -1.3108
O -0.1558 8.2944 3.4553
H -0.4947 8.0381 4.3186
H 0.3257 9.1109 3.6229
O -3.6956 -6.9197 -1.2560
H -4.4484 -6.3821 -1.5236
H -4.0922 -7.6985 -0.8504
O -0.8682 0.8858 -6.9479
H -0.9383 1.4080 -6.1418
H -0.2421 1.3718 -7.4943
O 0.9378 1.9353 5.7048
H 1.3234 2.5052 5.0282
H 1.5743 1.9528 6.4257
O -1.2086 -7.6724 1.1608
H -0.4297 -7.5349 1.7107
H -0.9107 -8.2838 0.4786
O -5.5578 -3.2778 0.6161
H -4.9622 -3.9616 0.9500
H -6.4238 -3.5221 0.9559
O 0.9395 -0.5944 3.1310
H 0.8789 -0.3223 4.0527
H 0.2065 -0.1326 2.7041
O 2.0145 0.5782 -7.5169
H 2.9537 0.7506 -7.6352
H 1.9298 -0.3754 -7.6090
O -3.8461 -6.7397 2.6632
H -2.8968 -6.6524 2.5224
H -3.9967 -7.6890 2.6479
O -2.7156 -9.7477 -2.8695
H -2.7833 -8.8433 -2.5423
H -3.6058 -9.9618 -3.1631
```

=====

Entry 5:
C5H5BrClN | ωB97M-V/def2-TZVPD

- LUMO energy (hartree) = -0.02425
- multiplicity = 1
- frontier orbital gap (Ha) = 0.278
- charge = 0
- energy relative to the best compared isomer or geometry (same formula, charge and spin) (eV) = 3.8365

```
13
C5H5BrClN, DFT ωB97M-V/def2-TZVPD
C 0.9744 -0.9402 0.4234
C -0.6967 1.6910 0.2466
C 1.4912 -0.4484 -1.9265
C -0.3083 -0.5985 1.1228
C -1.2197 0.3085 0.2907
N 1.3046 -0.5074 -0.7149
Cl 2.3037 0.8386 -2.6676
Br -1.0062 2.5600 -1.3517
H 1.6823 -1.5630 0.9553
H -0.8334 -1.5273 1.3636
H -0.0646 -0.0957 2.0626
H -2.1524 0.4423 0.8613
H -1.4749 -0.1600 -0.6656
```

=====

Entry 6:
C5H5BrFN | ωB97M-V/def2-TZVPD

- SMILES = Fc1ccccn1.Br
- LUMO energy (hartree) = 0.01867
- multiplicity = 1
- frontier orbital gap (Ha) = 0.387
- charge = 0
- energy relative to the best compared isomer or geometry (same formula, charge and spin) (eV) = 0.4322

```
13
C5H5BrFN, DFT ωB97M-V/def2-TZVPD
F -1.6011 1.8986 -0.3534
C -0.5724 0.9488 -0.1605
C 0.5012 0.9511 -1.0266
C 1.4699 0.0028 -0.8653
C 1.4041 -0.7361 0.3182
C 0.2437 -0.6187 1.0704
N -0.7328 0.2161 0.8576
H 0.4831 1.5781 -1.9173
H 2.3753 -0.0983 -1.6841
H 2.1645 -1.5985 0.4613
H 0.0383 -1.1752 1.9634
Br -3.4418 -0.7359 0.1867
H -2.3321 -0.6328 1.1497
```

=====

Entry 7:
C5H5BrN2O | ωB97M-V/def2-TZVPD

- LUMO energy (alpha / beta) (hartree) = -0.09308 / -0.09304
- multiplicity = 1
- frontier orbital gap (alpha / beta) (Ha) = 0.212 / 0.212
- charge = 0
- energy relative to the best compared isomer or geometry (same formula, charge and spin) (eV) = 4.3997

```
14
C5H5BrN2O, DFT ωB97M-V/def2-TZVPD
C -2.5553 2.7516 0.0232
C 0.3338 0.7431 1.1693
C 1.1744 -0.0162 0.0988
C -0.1104 -0.8426 -0.2500
C -2.1112 -0.0976 1.1230
N -2.8911 3.7811 -0.3445
N -0.8220 0.0046 0.7312
O 0.4014 1.7279 1.8671
Br -3.2957 -0.9855 0.0918
H 1.4521 0.8697 -0.5238
H 2.1039 -0.5291 0.3222
H -0.7074 -0.7148 -1.1655
H -0.1787 -1.9409 0.0139
H -2.4633 0.6826 1.9334
```

=====

Entry 8:
C5H5Cl | ωB97M-V/def2-TZVPD

- LUMO energy (alpha / beta) (hartree) = 0.00588 / -0.01355
- multiplicity = 1
- frontier orbital gap (alpha / beta) (Ha) = 0.292 / 0.290
- charge = 0
- energy relative to the best compared isomer or geometry (same formula, charge and spin) (eV) = 3.7837

```
11
C5H5Cl, DFT ωB97M-V/def2-TZVPD
C 0.2624 -2.5054 -0.1423
C 0.5313 -1.3396 0.0223
C -0.8155 1.2127 -0.6644
C -0.3388 0.9069 0.7186
C 0.7908 -0.0115 0.3098
Cl 2.3133 0.6694 -0.1116
H 0.0163 -3.5146 -0.2819
H -1.4022 0.4797 -1.1866
H -0.3123 1.9688 -1.2416
H 0.0242 1.7723 1.2656
H -1.0694 0.3612 1.3121
```

=====

Entry 9:
C5H5Cl | ωB97M-V/def2-TZVPD

- SMILES = C#C/C=C(/C)Cl
- LUMO energy (hartree) = 0.03255
- multiplicity = 1
- frontier orbital gap (Ha) = 0.364
- charge = 0
- energy relative to the best compared isomer or geometry (same formula, charge and spin) (eV) = 1.4167

```
11
C5H5Cl, DFT ωB97M-V/def2-TZVPD
C 2.3584 -0.9021 1.6600
C 1.5885 -0.6885 0.7652
C 0.6891 -0.3159 -0.2676
C -0.5838 0.0536 -0.0832
C -1.5358 0.7168 -1.0280
Cl -1.3630 -0.1990 1.4775
H 3.0661 -1.2319 2.4025
H 1.1236 -0.2106 -1.2617
H -1.0783 1.0421 -1.9554
H -2.4148 0.1237 -1.1978
H -1.8500 1.6118 -0.5115
```

=====

Entry 10:
C5H5Cl | ωB97M-V/def2-TZVPD

- SMILES = C=C(Cl)C#CC
- LUMO energy (hartree) = 0.03156
- multiplicity = 1
- frontier orbital gap (Ha) = 0.371
- charge = 0
- energy relative to the best compared isomer or geometry (same formula, charge and spin) (eV) = 2.1196

```
11
C5H5Cl, DFT ωB97M-V/def2-TZVPD
C 2.1792 1.3076 0.0170
C 1.6138 0.1066 0.0233
Cl 2.5285 -1.4659 -0.0030
C 0.1953 -0.1907 -0.0188
C -0.9332 -0.4046 -0.0591
C -2.2457 -0.6666 0.0080
H 3.2120 1.5945 -0.1908
H 1.4481 2.1594 0.1283
H -2.4925 -1.5844 -0.5374
H -2.6523 -1.0125 1.0222
H -2.8532 0.1566 -0.3898
```

=====

Entry 11:
C5H5Cl2F | ωB97M-V/def2-TZVPD

- SMILES = FC1[C@@H](Cl)C=C[C@@H]1Cl
- LUMO energy (hartree) = 0.01913
- multiplicity = 1
- frontier orbital gap (Ha) = 0.396
- charge = 0
- energy relative to the best compared isomer or geometry (same formula, charge and spin) (eV) = 1.7403

```
13
C5H5Cl2F, DFT ωB97M-V/def2-TZVPD
F -1.4027 1.2164 1.2480
C -0.7191 0.2255 0.7377
C 0.6808 0.6407 0.7587
Cl 0.9880 0.5298 2.5027
C 1.2436 -0.2315 -0.2044
C 0.4550 -0.7526 -1.1483
C -0.9745 -0.4349 -0.7054
Cl -1.6918 0.7404 -1.9932
H -0.7239 -0.5759 1.4567
H 0.7032 1.6860 0.2417
H 2.4279 -0.3039 -0.2958
H 0.6987 -1.5331 -1.9461
H -1.6852 -1.2070 -0.6523
```

=====

Entry 12:
C5H5Cl2NO4RuV | ωB97M-V/def2-TZVPD

- LUMO energy (alpha / beta) (hartree) = -0.70130 / -0.79681
- multiplicity = 8
- frontier orbital gap (alpha / beta) (Ha) = 0.285 / 0.202
- charge = +4
- energy relative to the best compared isomer or geometry (same formula, charge and spin) (eV) = 0.0000

```
19
C5H5Cl2NO4RuV, DFT ωB97M-V/def2-TZVPD
V -0.9932 -0.5958 -2.6913
Ru -0.5103 0.0542 -0.6392
Cl -1.6803 -2.3180 -1.0498
Cl -2.5703 0.9914 -1.2093
C 0.9090 1.1234 -0.3120
C 0.3339 -1.7964 -3.0968
C 0.2007 0.8058 -3.0074
O 1.8202 1.8295 -0.1387
O 1.1995 -2.5581 -3.2970
O 0.8701 1.6851 -3.4052
C -1.7787 -1.2810 3.3755
C -0.9074 -0.9331 2.1987
N 0.2264 -1.6118 2.0075
O -1.2870 -0.0518 1.3717
H -1.1952 -1.5830 4.2486
H -2.4272 -2.1224 3.1037
H -2.4249 -0.4337 3.5961
H 0.8374 -1.4085 1.2033
H 0.5554 -2.2441 2.7222
```

=====

Entry 13:
C5H5ClO2 | ωB97M-V/def2-TZVPD

- LUMO energy (alpha / beta) (hartree) = -0.03590 / -0.03584
- multiplicity = 1
- frontier orbital gap (alpha / beta) (Ha) = 0.269 / 0.269
- charge = 0
- energy relative to the best compared isomer or geometry (same formula, charge and spin) (eV) = 5.8480

```
13
C5H5ClO2, DFT ωB97M-V/def2-TZVPD
C -0.1410 1.1378 0.0605
C 0.1147 -0.1008 0.0544
C -2.5156 -0.2596 -0.0979
C -2.5422 1.0370 -0.0436
C 0.6813 -1.4162 -0.0406
O -1.3626 1.7759 0.0177
O -3.7015 1.8954 -0.0729
Cl -3.6946 -1.4832 0.0193
H 0.6430 1.9336 0.1478
H 0.7286 -1.6223 -1.1839
H 1.7161 -1.5313 0.3740
H -0.0388 -2.1799 0.4791
H -3.5397 2.7106 0.4778
```

=====

Entry 14:
C5H5ClO2PS | ωB97M-V/def2-TZVPD

- SMILES = O=[P@@]([O-])(Cl)Cc1cccs1
- LUMO energy (hartree) = 0.11484
- multiplicity = 1
- frontier orbital gap (Ha) = 0.295
- charge = -1

```
15
C5H5ClO2PS, DFT ωB97M-V/def2-TZVPD
O -2.4044 1.3516 1.0038
P -2.1125 0.0555 0.3667
O -1.5709 -1.1148 1.1162
Cl -3.8389 -0.5239 -0.7519
C -1.0338 0.2004 -1.1106
C 0.3393 0.2151 -0.6794
C 0.9667 -0.8904 -0.0280
C 2.1435 -0.5262 0.6506
C 2.5389 0.7538 0.5141
S 1.3249 1.6765 -0.3296
H -1.3830 1.0778 -1.6308
H -1.2606 -0.6604 -1.7476
H 0.4360 -1.7734 0.2322
H 2.6723 -1.1533 1.2355
H 3.1825 1.3118 1.1587
```

=====

Entry 15:
C5H5ClS | ωB97M-V/def2-TZVPD

- SMILES = ClC1=CSC=CC1
- LUMO energy (hartree) = 0.02940
- multiplicity = 1
- frontier orbital gap (Ha) = 0.323
- charge = 0
- energy relative to the best compared isomer or geometry (same formula, charge and spin) (eV) = 0.0000

```
12
C5H5ClS, DFT ωB97M-V/def2-TZVPD
Cl 1.1917 -0.1095 2.6622
C 0.2387 0.0927 1.1823
C -0.8571 0.8524 1.2107
S -1.7514 1.2256 -0.2460
C -0.8875 0.3192 -1.4897
C 0.2003 -0.4211 -1.2818
C 0.8446 -0.6176 0.0764
H -1.1504 1.3071 2.1610
H -1.3232 0.4121 -2.4935
H 0.7025 -1.0296 -2.0458
H 1.9174 -0.3792 -0.0837
H 0.8744 -1.6521 0.3477
```

=====

Entry 16:
C5H5F9O10S3Sn | ωB97M-V/def2-TZVPD

- LUMO energy (alpha / beta) (hartree) = 0.24836 / 0.24803
- multiplicity = 2
- frontier orbital gap (alpha / beta) (Ha) = 0.177 / 0.226
- charge = -3

```
33
C5H5F9O10S3Sn, DFT ωB97M-V/def2-TZVPD
Sn 1.4134 0.2020 0.3922
C 1.3391 -3.3791 0.2198
C 0.3342 -3.4412 1.3688
O -0.1482 -2.1852 1.7852
H 0.8867 -3.0942 -0.7301
H 1.7115 -4.3853 0.0278
H 2.1784 -2.6904 0.3166
H 0.8481 -3.9654 2.1746
H -0.4075 -4.1898 1.0905
C -1.9598 2.5613 4.0264
F -2.7357 3.6688 4.0446
F -1.7483 2.0077 5.2630
F -2.5381 1.6220 3.2811
S -0.3310 3.0242 3.1465
O -0.6215 4.1729 2.2579
O 0.6200 3.4611 4.2055
O 0.0669 1.8447 2.3930
C -3.3950 2.6429 -0.6810
F -3.7559 3.8840 -0.5504
F -3.3031 2.1554 0.5495
F -4.3321 1.9700 -1.3217
S -1.6058 2.5038 -1.4588
O -0.8771 1.4294 -0.8110
O -1.7853 2.2610 -2.9108
O -1.0649 3.8248 -1.1610
C 3.0488 -2.8827 -3.1267
F 3.9606 -3.1285 -4.0599
F 2.1192 -3.8527 -2.9971
F 3.7080 -2.6635 -2.0334
S 2.1942 -1.1023 -3.5891
O 1.3671 -1.3523 -4.7601
O 1.4758 -0.6656 -2.3867
O 3.3372 -0.2577 -3.9649
```

=====

Entry 17:
C5H5FInLiO4 | ωB97M-V/def2-TZVPD

- LUMO energy (alpha / beta) (hartree) = -0.48474 / -0.61080
- multiplicity = 2
- frontier orbital gap (alpha / beta) (Ha) = 0.303 / 0.175
- charge = +3
- energy relative to the best compared isomer or geometry (same formula, charge and spin) (eV) = 1.2717

```
17
C5H5FInLiO4, DFT ωB97M-V/def2-TZVPD
H -0.5445 1.7184 -0.1515
O -1.2083 0.0098 0.7926
O -2.9578 -0.2570 -0.5249
O -2.6641 -1.5967 1.3420
C -0.9759 0.7394 -0.4066
C -2.2884 0.6997 -1.0212
C -2.3659 -0.6232 0.7654
H -2.6129 1.1559 -1.9604
C 1.8831 -0.7962 -0.8129
C 2.3778 0.1264 0.0410
O 1.9146 0.2490 1.2746
In 2.3407 1.5859 2.5110
Li 0.7441 -1.2464 1.6259
F 1.2242 -1.8525 -0.2016
H 2.2500 -1.0254 -1.8094
H 3.0375 0.8998 -0.3697
H -0.1542 0.2132 -1.0944
```

=====

Entry 18:
C5H5FN2O | ωB97M-V/def2-TZVPD

- SMILES = O=C(CF)c1ncc[nH]1
- LUMO energy (hartree) = 0.00668
- multiplicity = 1
- frontier orbital gap (Ha) = 0.352
- charge = 0
- energy relative to the best compared isomer or geometry (same formula, charge and spin) (eV) = 1.1806

```
14
C5H5FN2O, DFT ωB97M-V/def2-TZVPD
O -1.8375 1.4920 -0.0609
C -1.3466 0.3898 -0.0510
C -2.3115 -0.8719 -0.0018
F -3.5694 -0.3868 0.1079
C 0.1285 0.1990 0.0675
N 0.7948 -0.9660 0.0026
C 2.0882 -0.7378 -0.0969
C 2.3229 0.5898 -0.0945
N 1.1234 1.1985 -0.0902
H -2.1753 -1.5699 -0.9424
H -2.1285 -1.2571 0.9694
H 2.8185 -1.4711 0.0238
H 3.2301 1.2085 -0.0018
H 0.8624 2.1830 0.1684
```

=====

Entry 19:
C5H5FN2O | ωB97M-V/def2-TZVPD

- LUMO energy (alpha / beta) (hartree) = -0.03034 / -0.05383
- multiplicity = 1
- frontier orbital gap (alpha / beta) (Ha) = 0.342 / 0.287
- charge = 0
- energy relative to the best compared isomer or geometry (same formula, charge and spin) (eV) = 7.1442

```
14
C5H5FN2O, DFT ωB97M-V/def2-TZVPD
C -0.8256 1.7015 2.3874
C -0.7515 0.6590 0.5994
C 0.6297 -0.4911 -1.8541
C 0.8411 -1.4552 -0.6268
C -0.4869 -1.2087 -1.2287
N -0.0855 2.3891 1.6314
N -0.0738 1.7267 0.4013
O -1.1752 0.4941 1.8243
F -1.4304 -2.0821 -1.6469
H -1.0438 1.7588 3.4112
H 0.7063 0.4811 -1.5104
H 1.0788 -0.7773 -2.7884
H 1.4658 -2.2398 -0.8842
H 1.1511 -0.9561 0.2844
```

=====

Entry 20:
C5H5FNO3S | ωB97M-V/def2-TZVPD

- LUMO energy (hartree) = 0.11469
- multiplicity = 1
- frontier orbital gap (Ha) = 0.210
- charge = -1

```
16
C5H5FNO3S, DFT ωB97M-V/def2-TZVPD
C 0.5283 1.4217 -0.4896
C 4.0814 1.2600 -0.2651
C -0.6847 -0.2828 0.4699
C -1.5606 0.8323 0.9065
C 1.6234 -0.6165 -0.1107
N 0.5621 0.2559 0.0443
O 4.4126 1.2976 -1.3445
O 1.3268 2.1165 -1.0129
O 4.1374 1.2804 0.8767
F 2.1933 -0.7175 1.2742
S -1.2699 2.0559 -0.3869
H -0.5208 -1.0990 1.2112
H -1.2619 -0.7919 -0.4447
H -2.6339 0.5675 0.7285
H -1.1239 1.1767 1.8559
H 2.4155 -0.0613 -0.6630
```